Record 1
Here is a structure of composition C2H6F3N4P3 from OMol25. Energies are from ωB97M-V/def2-TZVPD.

Last column: Mulliken charge in e.
CARTESIAN COORDINATES (ANGSTROEM)
1 C 0.360 1.044 0.161  -1.016
2 C -0.684 -1.039 -0.689  -0.820
3 N 3.863 -0.289 2.901  -0.152
4 N 3.324 -0.280 0.363  -0.253
5 N 1.088 -1.031 3.017  -0.586
6 N 0.559 -0.318 -0.412  0.096
7 F 3.291 -2.625 3.145  -0.322
8 F 2.937 -1.045 4.909  -0.259
9 F 2.053 -2.352 -0.359  -0.285
10 P 4.442 0.105 1.499  0.067
11 P 2.594 -1.137 3.327  0.918
12 P 1.933 -0.942 0.409  0.577
13 H -0.522 1.070 0.801  0.321
14 H 1.255 1.338 0.519  0.381
15 H 0.432 1.713 -0.694  0.399
16 H -1.461 -1.177 0.168  0.285
17 H -1.084 -0.435 -1.491  0.351
18 H -0.449 -2.037 -1.040  0.299

Properties
Energy relative to the best compared isomer or geometry (same formula, charge and spin) ... 4.829 eV
Gap between HOMO and LUMO (alpha / beta) ... 7.7 / 7.8 eV

Record 2
Here is a cluster of 2 separate species, C5H15NO2 in total from OMol25. Energies are from ωB97M-V/def2-TZVPD.

Last column: Mulliken charge in e.
CARTESIAN COORDINATES (ANGSTROEM)
1 C 0.459 -0.129 2.466  -1.199
2 C -0.064 0.810 1.359  -0.222
3 C 0.982 1.110 0.305  -0.771
4 C 1.416 -0.127 -0.499  -0.703
5 N 0.392 -0.602 -1.406  -0.324
6 C -0.250 -1.842 -1.050  -0.046
7 O -1.391 -2.045 -1.865  -0.558
8 H 0.099 0.135 3.469  0.340
9 H 1.542 -0.232 2.517  0.295
10 H 0.091 -1.151 2.332  0.269
11 H -0.971 0.364 0.970  0.202
12 H -0.392 1.737 1.843  0.420
13 H 1.877 1.586 0.724  0.373
14 H 0.630 1.810 -0.439  0.335
15 H 2.299 0.172 -1.058  0.313
16 H 1.771 -0.935 0.143  0.353
17 H -0.343 0.079 -1.560  0.223
18 H 0.420 -2.689 -1.190  0.313
19 H -0.607 -1.841 -0.006  0.088
20 H -1.208 -1.644 -2.739  0.319
21 O -1.952 1.561 -1.459  -0.567
22 H -2.337 1.950 -0.667  0.277
23 H -2.463 1.922 -2.191  0.270

Properties
SMILES ... CCCCNCO.O
Energy relative to the best compared isomer or geometry (same formula, charge and spin) ... 1.078 eV
Gap between HOMO and LUMO ... 9.0 eV

Record 3
Here is a structure of composition C8H17CrF2O10PSV from OMol25. Energies are from ωB97M-V/def2-TZVPD.

Last column: Mulliken charge in e.
CARTESIAN COORDINATES (ANGSTROEM)
1 O 1.713 2.975 4.692  -0.269
2 V 2.175 2.635 3.214  1.602
3 Cr 3.572 -0.983 0.795  1.498
4 O -0.397 -0.321 1.755  -0.337
5 C 0.811 -0.057 2.212  0.751
6 O 0.978 0.934 3.011  -0.602
7 O 1.785 -0.727 1.821  -0.597
8 H -0.919 0.294 2.304  0.247
9 O 4.371 -0.710 2.679  -0.489
10 P 4.597 0.297 3.756  0.612
11 O 3.563 1.378 3.980  -0.362
12 F 5.875 1.062 3.446  -0.183
13 F 4.731 -0.426 5.056  -0.146
14 C -2.624 2.415 1.115  0.554
15 C -4.147 2.371 1.171  -0.660
16 C -4.565 3.298 0.036  -0.464
17 O -3.516 3.208 -0.923  -0.413
18 C -2.400 2.539 -0.395  -0.271
19 H -2.085 1.578 1.552  -0.669
20 H -2.310 3.336 1.616  0.310
21 H -4.586 2.618 2.134  0.397
22 H -4.468 1.366 0.880  0.289
23 H -4.647 4.319 0.425  0.280
24 H -5.549 3.019 -0.335  0.306
25 H -1.492 3.120 -0.604  0.248
26 H -2.216 1.575 -0.892  0.176
27 O 2.409 -1.834 -0.780  -0.532
28 S 1.605 -1.689 -1.994  1.181
29 O 2.062 -0.898 -3.077  -0.619
30 O 1.431 -3.154 -2.506  -0.244
31 C 0.685 -3.316 -3.745  -0.154
32 C 1.018 -4.631 -4.406  -1.390
33 C -0.064 -1.247 -1.571  -0.821
34 H 0.804 -2.486 -4.435  0.423
35 H -0.375 -3.442 -3.501  0.287
36 H 2.030 -4.701 -4.809  0.364
37 H 0.358 -4.729 -5.269  0.389
38 H 0.891 -5.521 -3.792  0.341
39 H -0.019 -0.467 -0.817  0.121
40 H -0.589 -2.164 -1.320  0.456
41 H -0.495 -0.829 -2.479  0.390

Properties
⟨S²⟩ ... 8.826
Net charge ... +2
Gap between HOMO and LUMO (alpha / beta) ... 4.3 / 4.7 eV
Spin multiplicity ... 6

Record 4
Here is a structure of composition C63H79B2N13OS4Ti from OMol25. Energies are from ωB97M-V/def2-TZVPD.

Last column: Mulliken charge in e.
CARTESIAN COORDINATES (ANGSTROEM)
1 Ti -0.152 -0.179 -0.641  0.003
2 C -0.970 4.719 -0.495  -0.940
3 C -1.397 5.068 0.933  1.302
4 C -1.017 6.529 1.190  -2.358
5 C -2.911 4.893 1.100  -1.289
6 N -0.735 4.185 1.899  0.884
7 C -0.041 4.588 3.016  -0.739
8 C 0.191 3.496 3.772  -1.535
9 N -0.357 2.403 3.152  0.482
10 B -0.416 1.032 3.844  0.438
11 N -1.753 0.303 3.589  0.585
12 C -2.786 0.575 4.447  -1.947
13 C -3.778 -0.310 4.231  -0.598
14 N -3.377 -1.142 3.215  1.015
15 C -2.140 -0.724 2.804  -1.633
16 S -1.249 -1.410 1.539  1.461
17 C -4.097 -2.348 2.799  1.164
18 C -4.472 -2.272 1.321  -0.693
19 C -3.202 -3.563 3.054  -1.381
20 C -5.379 -2.507 3.620  -2.240
21 N 0.867 0.199 3.575  0.596
22 C 1.497 -0.453 4.607  -1.634
23 C 2.806 -0.586 4.310  -0.723
24 N 3.011 -0.043 3.058  0.991
25 C 1.797 0.410 2.617  -1.748
26 S 1.511 1.142 1.139  1.181
27 C 4.317 0.282 2.472  1.344
28 C 4.475 1.803 2.538  -1.328
29 C 4.414 -0.194 1.020  -0.296
30 C 5.432 -0.377 3.287  -2.172
31 C -0.896 2.829 1.988  -1.870
32 S -1.617 1.853 0.835  0.946
33 H -1.615 5.220 -1.211  0.707
34 H -1.051 3.648 -0.657  -0.400
35 H 0.053 5.041 -0.671  0.409
36 H -1.455 7.138 0.403  0.423
37 H 0.062 6.662 1.148  0.472
38 H -1.391 6.887 2.146  0.482
39 H -3.442 5.566 0.433  0.506
40 H -3.215 5.105 2.124  0.361
41 H -3.193 3.873 0.861  -0.052
42 H 0.247 5.601 3.192  0.585
43 H 0.695 3.407 4.711  0.695
44 H -0.396 1.244 5.023  -0.230
45 H -2.733 1.372 5.158  0.784
46 H -4.716 -0.398 4.735  0.587
47 H -3.581 -2.134 0.715  -0.384
48 H -5.166 -1.460 1.130  0.278
49 H -4.946 -3.205 1.032  0.698
50 H -2.308 -3.494 2.444  -0.194
51 H -3.732 -4.473 2.790  0.472
52 H -2.916 -3.610 4.102  0.509
53 H -6.051 -1.663 3.489  0.344
54 H -5.161 -2.634 4.678  0.477
55 H -5.894 -3.397 3.269  0.471
56 H 0.959 -0.765 5.479  0.740
57 H 3.590 -1.019 4.893  0.586
58 H 3.692 2.276 1.953  -0.144
59 H 5.435 2.103 2.131  0.575
60 H 4.407 2.147 3.568  0.363
61 H 3.572 0.173 0.441  -0.394
62 H 4.435 -1.275 0.955  -0.347
63 H 5.330 0.193 0.583  0.873
64 H 5.463 0.012 4.302  0.485
65 H 6.386 -0.155 2.817  0.434
66 H 5.319 -1.457 3.317  0.312
67 C -1.411 3.436 -4.461  -1.658
68 C -2.074 2.731 -3.333  0.320
69 C -3.156 3.129 -2.589  -1.125
70 C -3.382 2.085 -1.671  0.334
71 N -2.464 1.127 -1.849  -0.032
72 N -1.686 1.519 -2.870  0.394
73 B -0.808 0.531 -3.648  -0.502
74 N -1.284 -0.872 -3.297  0.389
75 N -1.224 -1.405 -2.051  1.348
76 C -1.979 -2.517 -2.083  -0.569
77 C -2.520 -2.683 -3.368  -1.408
78 C -2.056 -1.626 -4.110  0.208
79 C -2.355 -1.339 -5.540  -1.623
80 C -2.209 -3.575 -1.103  0.686
81 C -1.159 -4.229 -0.474  0.925
82 C -1.391 -5.391 0.241  0.001
83 C -2.669 -5.911 0.347  -1.183
84 C -3.720 -5.264 -0.277  -0.614
85 C -3.495 -4.113 -1.004  -0.734
86 N 0.666 0.728 -3.288  0.848
87 N 1.054 0.994 -2.010  1.052
88 C 2.271 1.571 -2.096  -0.094
89 C 2.667 1.626 -3.446  -1.278
90 C 1.621 1.112 -4.170  0.206
91 C 1.529 1.035 -5.655  -1.932
92 C 3.053 2.356 -1.148  0.906
93 C 4.446 2.282 -1.177  -0.092
94 C 5.211 3.215 -0.506  -0.979
95 C 4.606 4.244 0.196  -1.044
96 C 3.222 4.315 0.244  0.093
97 C 2.452 3.385 -0.424  0.103
98 C -4.437 2.065 -0.672  0.136
99 C -4.487 1.079 0.312  0.758
100 C -5.407 1.166 1.338  0.049
101 C -6.329 2.198 1.376  -1.234
102 C -6.342 3.136 0.359  -0.901
103 C -5.396 3.081 -0.646  -0.293
104 H -1.780 4.456 -4.520  0.510
105 H -1.625 2.930 -5.403  0.258
106 H -0.332 3.459 -4.327  0.155
107 H -3.704 4.042 -2.704  0.500
108 H -0.948 0.722 -4.806  -0.196
109 H -3.130 -3.497 -3.705  0.713
110 H -2.896 -2.182 -5.965  0.476
111 H -1.449 -1.178 -6.120  0.183
112 H -2.977 -0.451 -5.635  0.283
113 H -0.169 -3.836 -0.624  -0.597
114 H -0.570 -5.920 0.700  0.348
115 H -2.842 -6.822 0.901  0.436
116 H -4.718 -5.672 -0.215  0.456
117 H -4.317 -3.617 -1.499  0.360
118 H 3.573 2.062 -3.821  0.845
119 H 2.531 1.003 -6.077  0.505
120 H 1.030 1.920 -6.053  0.268
121 H 0.975 0.159 -5.975  0.224
122 H 4.925 1.481 -1.722  0.438
123 H 6.290 3.147 -0.541  0.461
124 H 5.207 4.989 0.695  0.376
125 H 2.745 5.112 0.796  0.461
126 H 1.376 3.436 -0.409  -0.241
127 H -3.762 0.280 0.269  0.358
128 H -5.405 0.439 2.137  0.404
129 H -7.024 2.279 2.201  0.448
130 H -7.084 3.921 0.357  0.392
131 H -5.397 3.849 -1.403  0.371
132 C 2.196 -4.796 0.433  -1.452
133 C 1.997 -3.538 1.306  2.608
134 C 3.313 -3.315 2.064  -2.050
135 C 0.893 -3.768 2.358  -0.828
136 C 1.593 -2.399 0.482  0.057
137 N 1.169 -1.536 -0.192  0.449
138 H 2.040 -5.689 1.037  0.395
139 H 3.214 -4.814 0.046  0.318
140 H 1.522 -4.818 -0.417  0.245
141 H 3.482 -4.167 2.721  0.607
142 H 3.267 -2.417 2.669  0.219
143 H 4.155 -3.254 1.377  0.389
144 H 1.167 -4.614 2.989  0.746
145 H -0.062 -3.964 1.881  -0.429
146 H 0.775 -2.886 2.986  -0.131
147 C 1.755 -2.526 -4.699  -1.489
148 S 1.771 -2.297 -2.859  1.498
149 O 1.322 -3.598 -2.352  -0.803
150 C 3.591 -2.357 -2.780  -0.038
151 C 4.235 -3.522 -2.410  -0.726
152 C 5.618 -3.554 -2.368  -0.798
153 C 6.353 -2.424 -2.691  -0.739
154 C 5.697 -1.258 -3.055  -0.594
155 C 4.316 -1.220 -3.095  -0.192
156 H 0.721 -2.440 -5.024  0.216
157 H 2.134 -3.521 -4.910  0.521
158 H 2.378 -1.771 -5.163  0.423
159 H 3.637 -4.391 -2.179  0.546
160 H 6.128 -4.467 -2.097  0.453
161 H 7.433 -2.447 -2.658  0.398
162 H 6.265 -0.380 -3.320  0.499
163 H 3.793 -0.319 -3.376  0.273

Properties
⟨S²⟩ ... 2.009
Energy relative to the best compared isomer or geometry (same formula, charge and spin) ... 0.000 eV
Gap between HOMO and LUMO (alpha / beta) ... 6.2 / 7.0 eV
Spin multiplicity ... 3

Record 5
Here is a structure of composition C7H11LiN2O8 from OMol25. Energies are from ωB97M-V/def2-TZVPD.

Last column: Mulliken charge in e.
CARTESIAN COORDINATES (ANGSTROEM)
1 Li -2.117 -1.535 1.267  0.847
2 C 4.721 -1.425 -1.178  -0.784
3 C 5.784 -1.449 -2.212  0.455
4 C 5.437 -0.825 -3.684  0.464
5 O 6.266 -0.908 -4.580  -0.738
6 C 4.139 -0.235 -3.917  -0.672
7 C 3.189 -0.298 -2.910  0.433
8 C 3.506 -0.859 -1.500  0.388
9 O 2.557 -0.928 -0.624  -0.807
10 O 1.974 -0.048 -3.303  -0.786
11 O 6.908 -1.850 -1.955  -0.715
12 H 4.979 -1.762 -0.185  0.377
13 H 3.944 0.172 -4.898  0.403
14 O -4.484 -0.262 -1.245  -0.982
15 H -5.103 0.404 -0.888  0.106
16 O -1.676 -1.335 4.783  -0.617
17 H -1.082 -1.451 5.525  0.307
18 H -2.548 -1.480 5.149  0.317
19 O -2.792 -5.055 1.798  -0.614
20 H -3.545 -5.632 1.676  0.309
21 H -2.398 -5.344 2.621  0.315
22 C -3.342 4.306 1.744  0.625
23 O -3.003 4.906 2.755  -0.691
24 N -2.903 4.582 0.569  -0.346
25 N -4.227 3.343 1.679  -0.367
26 H -2.204 5.295 0.419  0.203
27 H -3.213 3.986 -0.185  0.171
28 H -4.158 2.838 0.807  0.180
29 H -4.608 2.848 2.472  0.218

Properties
Energy relative to the best compared isomer or geometry (same formula, charge and spin) ... 0.911 eV
Net charge ... -2
Gap between HOMO and LUMO ... 1.7 eV

Record 6
Here is the molecule C4H5NO from OMol25. Energies are from ωB97M-V/def2-TZVPD.

Last column: Mulliken charge in e.
CARTESIAN COORDINATES (ANGSTROEM)
1 C -1.296 -0.207 -1.655  -0.610
2 C -0.300 0.296 -0.996  0.240
3 C 0.865 0.378 -0.416  -0.515
4 C 0.967 0.158 1.038  0.464
5 N -0.204 -0.151 1.681  -0.377
6 O 2.025 0.319 1.618  -0.601
7 H -0.486 -0.788 -2.171  0.306
8 H -2.216 0.299 -1.955  0.296
9 H 1.765 0.598 -0.974  0.363
10 H -0.115 -0.396 2.653  0.233
11 H -1.005 -0.505 1.177  0.201

Properties
SMILES ... C=C=CC(N)=O
Energy relative to the best compared isomer or geometry (same formula, charge and spin) ... 2.459 eV
Gap between HOMO and LUMO ... 9.9 eV

Record 7
Here is a cluster of 2 separate species, C3H9S in total from OMol25. Energies are from ωB97M-V/def2-TZVPD.

Last column: Mulliken charge in e.
CARTESIAN COORDINATES (ANGSTROEM)
1 S 0.508 3.068 0.695  -0.872
2 H 0.089 2.334 -0.349  -0.119
3 C -0.453 -3.306 -0.039  -0.957
4 C 0.232 -1.993 -0.498  -0.284
5 C -0.739 -0.815 -0.691  -1.030
6 H -0.494 -4.032 -0.849  0.250
7 H -1.498 -3.088 0.218  0.286
8 H 0.043 -3.740 0.824  0.274
9 H 0.783 -2.185 -1.416  0.308
10 H 0.964 -1.708 0.253  0.264
11 H -1.753 -1.184 -0.900  0.317
12 H -0.791 -0.233 0.225  0.269
13 H -0.466 -0.189 -1.533  0.294

Properties
Energy relative to the best compared isomer or geometry (same formula, charge and spin) ... 0.300 eV
Net charge ... -1
Gap between HOMO and LUMO ... 5.9 eV

Record 8
Here is the molecule C21H20N4O3 from OMol25. Energies are from ωB97M-V/def2-TZVPD.

Last column: Mulliken charge in e.
CARTESIAN COORDINATES (ANGSTROEM)
1 C -3.178 -1.638 0.369  -0.858
2 C -1.801 -1.913 0.218  0.799
3 C -1.336 -3.284 0.404  -0.742
4 C -0.024 -3.193 0.347  0.349
5 C 0.976 -4.430 0.302  -1.182
6 N 0.261 -1.877 0.109  0.783
7 C 1.464 -1.417 -0.390  0.035
8 N 1.980 -2.116 -1.371  -0.517
9 C 3.163 -1.622 -1.978  0.105
10 C 3.666 -2.377 -3.088  -0.401
11 C 4.880 -2.017 -3.617  -0.286
12 C 5.640 -0.878 -3.226  -0.784
13 C 5.121 -0.136 -2.151  -0.610
14 C 3.893 -0.564 -1.577  0.629
15 C 3.186 0.204 -0.609  0.349
16 O 3.824 1.067 0.018  -0.666
17 N 1.904 -0.111 -0.149  0.299
18 O 1.305 0.605 0.947  -0.247
19 C 0.725 1.830 0.540  -0.502
20 C -0.659 1.910 1.095  -0.329
21 O -1.229 3.255 0.959  -0.417
22 C -2.426 3.466 1.477  0.369
23 C -3.048 4.698 1.163  -0.403
24 C -4.402 4.979 1.444  -0.851
25 C -5.106 3.957 2.239  -0.132
26 C -4.553 2.791 2.625  -0.860
27 C -3.265 2.491 2.133  -0.021
28 N -0.884 -1.098 -0.010  -0.841
29 H -3.509 -1.147 -0.551  0.303
30 H -3.177 -0.867 1.110  0.107
31 H -3.787 -2.629 0.565  0.265
32 H -1.959 -4.183 0.365  0.303
33 H 1.652 -4.382 1.225  0.271
34 H 0.496 -5.473 0.366  0.315
35 H 1.573 -4.481 -0.554  0.313
36 H 3.182 -3.143 -3.651  0.429
37 H 5.152 -2.711 -4.439  0.294
38 H 6.294 -0.542 -3.893  0.479
39 H 5.638 0.811 -1.912  0.396
40 H 1.297 2.659 0.945  0.357
41 H 0.719 1.974 -0.477  0.386
42 H -1.428 1.175 0.586  0.164
43 H -0.621 1.621 2.064  0.496
44 H -2.492 5.249 0.556  0.552
45 H -4.982 5.779 1.179  0.491
46 H -6.130 4.110 2.689  0.240
47 H -4.981 2.089 3.261  0.443
48 H -3.015 1.508 2.343  0.327

Properties
SMILES ... Cc1cc(C)n(-c2nc3ccccc3c(=O)n2OCCOc2ccccc2)n1
Energy relative to the best compared isomer or geometry (same formula, charge and spin) ... 7.817 eV
Gap between HOMO and LUMO ... 8.4 eV

For reference, maximum force by record: 4.8, 1.2, 7.2, 5.2, 5.1, 2.6, 0.8, 6.2 eV/A.